(1)
A molecular structure, C34H40N4Tl at a distorted geometry, computed with ωB97M-V/def2-TZVPD.

The orbital gap (alpha / beta) comes out at 3.4 / 3.3 eV. For the largest force on an atom, the calculation gives 2.480 eV/A. Its energy relative to the best compared isomer or geometry (same formula, charge and spin) is 0.000 eV. The HOMO energy (alpha / beta) is -1.13 / -0.94 eV.

Structure (ORCA input):
```
! wB97M-V def2-TZVPD RIJCOSX def2/J DEFGRID3
* xyz -1 1
Tl 0.819 2.565 -0.600
N -1.945 2.089 -0.197
N -3.152 -1.018 -0.234
C 1.074 -0.066 2.564
C -0.313 0.137 2.960
C -0.514 1.578 2.975
C -1.818 2.231 3.139
H -2.472 1.610 3.761
H -2.306 2.371 2.163
H -1.713 3.215 3.614
C 0.707 2.202 2.690
C 0.968 3.666 2.660
H 1.701 3.946 3.435
H 0.047 4.231 2.848
H 1.384 4.011 1.699
C 1.683 1.187 2.423
C 3.085 1.442 2.005
H 3.180 1.659 0.926
H 3.706 0.562 2.213
H 3.504 2.298 2.551
C -1.250 -0.832 3.244
H -2.258 -0.538 3.533
H -0.942 -1.874 3.329
H -2.183 -1.922 1.453
C 1.686 -1.380 2.296
H 1.614 -1.648 1.229
H 1.170 -2.164 2.861
H 2.750 -1.388 2.570
C -1.936 3.334 -0.734
H -1.358 4.112 -0.207
C -2.556 3.638 -1.954
H -2.251 4.534 -2.497
C -3.571 2.787 -2.402
H -4.134 2.997 -3.314
C -3.878 1.685 -1.617
H -4.722 1.033 -1.842
C -3.086 1.353 -0.480
C -3.493 0.196 0.300
H -3.463 0.223 1.386
C -2.524 -2.029 0.432
C -3.238 -1.417 -1.595
H -3.769 -0.842 -2.333
C -2.461 -2.499 -1.732
H -2.225 -3.061 -2.619
N -1.894 -2.800 -0.485
C -0.706 -3.539 -0.233
C -0.645 -4.320 0.929
C 0.574 -4.910 1.272
H 0.640 -5.510 2.182
C 1.708 -4.767 0.467
C 2.998 -5.445 0.822
H 3.709 -4.744 1.281
H 3.478 -5.861 -0.072
H 2.817 -6.258 1.532
C 1.627 -3.954 -0.665
H 2.515 -3.799 -1.286
C 0.435 -3.312 -1.022
C 0.446 -2.342 -2.161
H -0.232 -2.630 -2.974
H 1.461 -2.316 -2.578
H 0.201 -1.313 -1.852
C -1.830 -4.541 1.808
H -2.761 -4.662 1.243
H -1.957 -3.734 2.543
H -1.664 -5.462 2.383
N 0.794 1.214 -3.790
C 1.635 2.301 -3.624
C 1.096 3.608 -3.679
C 1.837 4.672 -3.167
C 3.119 4.455 -2.649
C 3.683 3.173 -2.672
C 2.958 2.095 -3.172
H -0.081 1.357 -4.284
H 1.213 0.305 -3.964
H 0.094 3.754 -4.096
H 1.413 5.679 -3.188
H 3.693 5.294 -2.248
H 4.700 3.013 -2.305
H 3.378 1.084 -3.200
*
```

Atomic partial charges in e from the Löwdin method, atoms 1 to 6: Tl 0.747; N 0.022; N -0.041; C -0.241; C -0.262; C -0.244

***

(2)
A molecular structure, C34H40N6O3PdSTe at a distorted geometry, computed with ωB97M-V/def2-TZVPD.

The orbital gap (alpha / beta) comes out at 6.3 / 6.3 eV. For the largest force on an atom, the calculation gives 4.314 eV/A. Its energy relative to the best compared isomer or geometry (same formula, charge and spin) is 0.978 eV. The HOMO energy (alpha / beta) is -9.43 / -9.43 eV.

Structure (ORCA input):
```
! wB97M-V def2-TZVPD RIJCOSX def2/J DEFGRID3
* xyz 1 2
Pd 1.906 -0.678 0.036
C 7.403 -0.880 0.867
O 6.382 -0.316 0.060
C 5.127 -0.748 0.143
O 4.267 -0.222 -0.531
N 4.861 -1.769 1.005
N 3.541 -2.203 1.145
H 8.305 -0.320 0.630
H 7.567 -1.932 0.618
H 7.178 -0.760 1.931
H 5.587 -2.255 1.511
H 3.196 -2.104 2.102
H 3.406 -3.158 0.816
N -1.026 -1.049 1.921
C -1.446 -0.251 2.957
C -2.811 -0.039 3.168
C -3.242 0.766 4.198
C -2.324 1.410 5.033
C -0.974 1.209 4.846
C -0.531 0.377 3.824
S 1.164 -0.022 3.721
N 1.321 -1.011 2.434
C 0.292 -1.462 1.657
C 0.362 -3.199 -0.098
C -0.566 -4.037 -0.714
C -0.445 -4.275 -2.071
C 0.618 -3.722 -2.775
C 1.524 -2.940 -2.085
N 1.392 -2.680 -0.786
H -1.749 -1.571 1.441
H -3.517 -0.549 2.529
H -4.301 0.885 4.371
H -2.670 2.043 5.835
H -0.246 1.668 5.497
H -1.376 -4.466 -0.144
H -1.191 -4.863 -2.582
H 0.742 -3.904 -3.829
H 2.386 -2.494 -2.573
C 0.351 -3.863 3.464
C -0.415 -3.640 2.199
O -1.553 -3.989 1.982
N 0.345 -2.864 1.259
Te -0.425 -0.116 -1.123
C -1.197 0.625 -3.015
C -2.319 0.011 -3.576
C -3.028 -1.157 -2.956
C -2.822 0.499 -4.777
C -2.234 1.558 -5.450
C -2.797 2.079 -6.734
C -1.083 2.114 -4.901
C -0.555 1.656 -3.705
C 0.706 2.256 -3.167
C -0.597 1.635 0.097
C -1.875 2.081 0.439
C -3.095 1.491 -0.191
C -2.013 3.105 1.366
C -0.915 3.691 1.973
C -1.077 4.794 2.969
C 0.347 3.239 1.617
C 0.530 2.226 0.683
C 1.940 1.844 0.342
H -0.308 -4.209 4.254
H 0.866 -2.951 3.766
H 1.107 -4.627 3.275
H -2.435 -1.605 -2.156
H -3.214 -1.918 -3.711
H -3.989 -0.845 -2.547
H -3.699 0.024 -5.191
H -3.674 1.512 -7.035
H -2.057 2.020 -7.529
H -3.081 3.124 -6.626
H -0.583 2.918 -5.420
H 1.213 2.839 -3.932
H 1.377 1.456 -2.835
H 0.483 2.913 -2.325
H -2.949 0.418 -0.351
H -3.264 1.954 -1.164
H -3.972 1.647 0.430
H -3.004 3.444 1.627
H -2.126 4.957 3.197
H -0.661 5.715 2.566
H -0.547 4.559 3.890
H 1.214 3.691 2.079
H 2.639 2.572 0.753
H 2.113 1.787 -0.742
H 2.222 0.856 0.820
*
```

Atomic partial charges in e from the Löwdin method, atoms 1 to 6: Pd 0.553; C -0.052; O 0.010; C -0.566; O 0.037; N 0.022

***

Number 1: calculated total energy -46555.9261 eV. Number 2: calculated total energy -72591.6219 eV.